DFT (ωB97M-V with the def2-TZVPD basis set) results for a molecular structure, C52H46CoFIN4P at a distorted geometry.

The total energy is -4349.16826 Ha. The value obtained for the molar mass is 962.78 g mol⁻¹. The expectation value of S² is 6.047. As for the HOMO energy (spin up / spin down): -12.120 / -12.042 eV. The lowest unoccupied orbital energy (spin up / spin down) is -6.8 / -9.4 eV. As for the spin multiplicity: 5. Its charge is +2.

Geometry as XYZ:
```
106
Properties=species:S:1:pos:R:3:forces:R:3:mulliken_spin:R:1
Co 17.202 14.803 10.263 2.5209 -0.6170 0.0372 2.78
C 19.532 16.298 14.430 0.1779 -1.4976 0.4373 0.00
C 19.055 16.137 12.969 0.9932 1.5379 -1.5207 -0.02
C 18.220 17.440 12.625 -0.0225 -0.5486 1.2413 0.00
C 20.192 16.096 11.853 -0.5186 -0.5744 -0.1562 0.01
C 21.233 17.009 12.051 0.0855 -0.0827 -0.3073 -0.02
C 22.197 17.245 11.086 0.2030 0.5073 -1.9438 0.02
C 22.168 16.517 9.879 -0.9986 1.1118 0.0883 0.00
C 21.220 15.489 9.667 -0.6384 0.7430 1.0887 0.02
C 21.456 14.621 8.461 0.1177 -1.3636 0.5801 0.00
C 22.947 14.567 8.065 0.7690 0.0141 1.1518 0.00
C 20.582 14.877 7.257 -0.6919 0.0185 0.3657 0.00
C 20.120 15.279 10.615 3.1286 2.1176 1.5553 0.00
N 19.145 14.294 10.484 -3.1889 -0.2242 -1.1591 0.21
C 19.440 12.947 10.859 0.5975 -0.5347 -1.2379 -0.02
C 19.695 12.710 12.184 -0.0072 0.0696 1.0417 0.01
C 20.063 11.460 12.633 0.9126 -0.8576 0.9287 0.00
C 20.238 10.397 11.785 -0.2749 -0.4762 -0.7271 0.01
C 20.048 10.600 10.417 -0.1060 -0.4293 0.5622 0.00
C 19.613 11.819 9.972 -0.1307 1.6334 -0.3670 0.02
F 19.431 11.984 8.607 -0.0355 0.0975 1.1507 0.00
H 18.665 16.096 15.130 1.0376 0.0294 -0.6932 0.00
H 19.891 17.292 14.684 -0.0367 0.1519 -0.3011 0.00
H 20.401 15.605 14.643 -1.1387 0.5161 -0.0275 0.00
H 18.493 15.211 12.850 -0.3804 0.1256 0.1152 0.03
H 18.180 17.669 11.565 -0.0326 -0.0434 -0.2382 0.00
H 18.659 18.302 13.175 -0.0340 -0.4822 -0.6226 0.00
H 17.208 17.353 13.037 0.0149 0.1105 -0.1752 0.01
H 21.289 17.634 12.936 -0.2789 -0.2217 0.1151 0.00
H 22.875 18.132 11.090 -0.5044 -0.9738 0.5621 0.00
H 22.716 16.944 8.986 -0.1927 -1.0384 1.3671 0.00
H 21.161 13.621 8.846 0.3678 0.2618 -0.5063 0.00
H 23.285 15.507 7.616 -0.1190 -0.2271 -0.1452 0.00
H 23.217 13.745 7.404 -0.4459 0.0257 -0.2400 0.00
H 23.610 14.416 8.963 -0.7591 0.2058 -0.6660 0.00
H 20.672 15.878 6.858 -0.1399 0.5915 0.1826 0.00
H 19.533 14.599 7.475 0.3428 0.3279 -0.1886 0.00
H 20.940 14.262 6.469 0.0810 -0.8220 -0.7959 0.00
H 19.600 13.524 12.911 0.1920 -0.2915 -0.4151 -0.01
H 20.415 11.270 13.638 -0.5393 0.4153 0.3648 0.00
H 20.479 9.374 12.124 0.1246 0.8626 -0.0226 0.00
H 20.293 9.766 9.785 -0.2726 0.0895 -0.6447 0.00
I 17.535 17.533 7.607 0.0422 0.8030 1.0514 0.08
C 16.949 19.035 9.004 0.4863 0.0840 -0.1403 0.27
C 17.738 20.247 9.020 -0.1813 -1.1316 -0.3926 0.06
C 17.193 21.401 9.536 2.2442 0.8031 -0.4904 0.04
C 15.930 21.431 10.098 -0.1088 0.0339 -0.0208 0.19
C 15.160 20.280 10.184 0.7925 -2.3185 -1.0808 -0.02
C 13.790 20.372 10.431 -0.3231 1.8817 1.7773 0.11
C 12.920 19.378 10.096 -0.7199 -2.3915 -2.1048 0.08
C 13.452 18.115 9.668 -1.0154 1.8507 0.1606 -0.03
C 14.814 17.857 9.704 0.7703 0.2322 -0.2809 0.19
P 15.197 16.056 9.991 -0.6525 -0.6324 0.4856 -0.09
C 14.320 15.812 11.611 0.7170 0.2744 0.0892 -0.01
C 15.152 15.725 12.772 -0.2548 -0.4742 -1.9531 0.03
C 14.575 15.717 14.000 -0.9983 -0.3580 1.6522 0.01
C 13.160 15.687 14.144 0.4181 0.9135 0.6079 0.01
C 12.354 15.759 13.035 -0.4400 -0.6748 -1.4600 0.00
C 12.940 15.827 11.746 -0.2953 0.4079 0.3330 0.00
C 14.134 15.224 8.747 -0.1512 0.4948 -0.2828 0.02
C 14.172 15.705 7.421 0.4392 0.7716 0.8789 0.00
C 13.405 15.220 6.394 -0.2821 -1.9782 0.8961 0.00
C 12.491 14.182 6.717 0.5053 1.2564 -1.6302 0.00
C 12.383 13.785 8.004 0.7088 -0.7160 1.1479 0.00
C 13.250 14.208 9.027 -0.9248 -0.0619 -0.9110 0.00
C 15.718 18.985 9.689 -1.1059 0.7121 0.3815 0.03
H 18.743 20.206 8.549 -0.8800 0.2490 0.3992 0.00
H 17.834 22.314 9.457 -0.9135 -0.7863 0.2263 0.00
H 15.507 22.371 10.390 -0.1484 0.3440 0.2883 0.00
H 13.431 21.305 10.950 0.2220 -0.8808 -0.9914 0.00
H 11.834 19.515 9.904 0.8490 0.1522 0.8474 0.00
H 12.796 17.367 9.213 0.0618 0.1108 0.6797 -0.02
H 16.224 15.554 12.621 -0.2899 0.4185 0.3142 -0.04
H 15.181 15.681 14.910 -0.1273 -0.0333 -0.3808 0.00
H 12.677 15.755 15.137 0.5804 -0.3854 -0.5869 0.00
H 11.256 15.653 13.074 0.7371 0.3587 0.2762 0.00
H 12.298 15.967 10.864 0.2618 -0.3154 0.5372 0.00
H 14.825 16.551 7.313 0.2722 0.1649 -0.7465 0.00
H 13.633 15.394 5.371 -0.1204 0.7844 -0.6336 0.00
H 11.904 13.719 5.919 0.0783 0.1915 0.3678 0.00
H 11.721 12.998 8.259 -0.7075 -0.6050 0.1534 0.00
H 13.099 13.696 9.948 0.3463 0.0804 0.8541 0.00
N 13.131 9.162 8.655 -0.4359 -0.2721 -0.2036 0.00
C 12.054 8.358 9.035 -0.5141 0.0567 -0.1660 0.00
C 11.394 7.296 8.389 -0.0069 0.4708 0.2154 0.00
C 10.484 6.582 9.163 1.4365 0.9423 -1.0205 0.00
C 10.210 6.972 10.459 -1.0311 0.2372 2.4585 0.00
C 10.654 8.154 11.047 1.2654 -0.6730 -1.5611 0.00
C 11.675 8.806 10.346 1.5212 -0.1718 -1.2405 0.00
N 12.605 9.747 10.757 -0.0435 0.6907 -1.1850 0.00
C 13.412 9.965 9.705 -1.3994 -1.2020 1.5459 0.00
C 14.500 10.891 9.784 1.1242 0.9742 0.3071 0.00
C 15.370 11.281 8.732 -0.0578 0.8480 0.5413 -0.01
C 16.186 12.408 8.997 -0.0060 -0.6649 0.1639 0.04
N 16.292 12.970 10.216 -0.1419 -0.0190 0.4045 -0.03
C 15.607 12.433 11.276 -0.7839 0.8386 0.4228 0.03
C 14.661 11.482 11.082 -0.5864 -1.1197 -0.6538 0.00
H 13.670 9.166 7.797 -0.4114 -0.3404 0.1866 0.00
H 11.545 7.033 7.339 0.2124 0.0607 0.4347 0.00
H 10.082 5.733 8.676 -0.6664 -0.8270 0.1138 0.00
H 9.672 6.335 11.176 -0.2867 0.1297 -0.9069 0.00
H 10.387 8.495 12.012 -0.2940 -0.0520 0.8375 0.00
H 15.408 10.855 7.704 -0.3042 0.2783 1.0351 0.00
H 16.810 12.873 8.204 -0.4956 -0.4833 0.5711 0.01
H 15.572 12.836 12.334 1.0258 0.1176 -1.5857 0.00
H 13.981 11.145 11.900 0.8082 0.2913 -0.8682 0.00
```
Forces are in eV/Å.

=====

DFT (ωB97M-V with the def2-TZVPD basis set) results for a molecular structure, C52H47Br2F4N4O4P2Rb.

The total energy is -8784.08379 Ha. The value obtained for the molar mass is 1175.19 g mol⁻¹. For the energy above the lowest of the compared OMol25 structures with the same formula, charge and spin, the calculation gives 0.00 kJ/mol. As for the HOMO energy: -7.625 eV. The lowest unoccupied orbital energy is 0.1 eV. As for the spin multiplicity: 1.

Geometry as XYZ:
```
116
Properties=species:S:1:pos:R:3:forces:R:3:lowdin_charge:R:1
Rb 0.520 0.133 0.503 0.3680 -0.2046 -0.2512 0.56
O -1.742 4.200 5.203 0.0580 0.0079 -0.0083 0.08
C -1.405 3.687 3.998 -0.0141 0.0326 0.0482 -0.30
C -2.346 3.195 3.097 0.0402 -0.0354 -0.0587 0.01
C -1.893 2.692 1.895 -0.0386 0.0040 -0.0382 -0.13
N -0.604 2.646 1.554 -0.1742 0.0585 -0.0426 -0.02
C 0.243 3.115 2.433 0.3343 0.0325 -0.0179 -0.73
Br 2.096 3.017 1.928 -0.1762 0.1021 0.0359 0.77
C -0.060 3.665 3.660 -0.0598 -0.0478 -0.0642 -0.03
H -2.694 4.136 5.327 -0.0724 -0.0026 0.0229 0.11
H -3.405 3.199 3.323 0.0131 0.0207 0.0305 0.12
H -2.594 2.308 1.160 0.0312 -0.0034 0.0287 0.10
H 0.698 4.031 4.335 -0.0131 -0.0049 0.0137 0.12
F -7.490 -1.308 -0.030 -0.2206 0.0388 -0.0664 0.14
C -6.234 -1.535 0.327 0.1163 0.0436 -0.0377 -0.14
C -5.952 -2.399 1.361 0.2260 0.0067 -0.0223 -0.14
F -6.941 -3.010 1.999 -0.1818 -0.1191 0.1141 0.14
C -4.632 -2.629 1.715 0.0056 0.1211 -0.0722 -0.22
F -4.440 -3.495 2.709 0.0123 -0.1294 0.0274 0.11
C -3.560 -2.007 1.084 -0.2593 0.0545 0.0335 -0.31
P -1.802 -2.105 1.665 0.3091 0.0462 -0.1438 1.09
C -1.336 -3.810 1.140 -0.2495 -0.0961 0.0502 -0.35
C -2.261 -4.773 0.734 -0.0145 0.0156 0.0299 -0.09
C -1.855 -6.046 0.355 0.0136 -0.0138 -0.0036 -0.10
C -0.507 -6.377 0.365 -0.0270 -0.0276 -0.0214 -0.10
C 0.423 -5.422 0.750 0.0756 0.0735 -0.0111 -0.07
C 0.018 -4.150 1.133 -0.0318 -0.0828 0.0231 -0.09
C -2.073 -2.263 3.461 0.0312 -0.0218 0.0532 -0.37
C -2.581 -1.149 4.121 -0.0038 0.0538 0.0238 -0.10
C -2.780 -1.174 5.494 -0.0050 0.0086 -0.0148 -0.08
C -2.444 -2.305 6.224 -0.0006 -0.0295 0.0080 -0.09
C -1.908 -3.408 5.574 0.0064 -0.0053 0.0172 -0.08
C -1.725 -3.389 4.199 -0.0005 0.0105 0.0119 -0.07
C -3.886 -1.124 0.045 0.0054 -0.0404 0.0060 -0.55
Br -2.587 -0.151 -0.936 -0.1403 -0.0404 -0.0739 0.83
C -5.196 -0.901 -0.334 -0.0148 -0.0602 0.0847 -0.27
F -5.508 -0.068 -1.324 -0.0312 0.0993 -0.1148 0.08
H -3.319 -4.545 0.722 0.0197 -0.0094 0.0053 0.09
H -2.599 -6.779 0.062 0.0341 0.0128 0.0035 0.10
H -0.185 -7.372 0.079 -0.0154 0.0284 0.0114 0.10
H 1.481 -5.663 0.760 -0.0439 -0.0229 0.0003 0.10
H 0.747 -3.425 1.462 0.0489 0.0955 0.0311 0.08
H -2.790 -0.240 3.567 0.0109 -0.0295 -0.0211 0.10
H -3.178 -0.299 5.995 0.0145 -0.0230 -0.0062 0.10
H -2.591 -2.324 7.298 0.0090 0.0026 -0.0301 0.10
H -1.630 -4.291 6.137 -0.0125 0.0257 -0.0024 0.10
H -1.306 -4.256 3.704 -0.0158 0.0145 -0.0090 0.11
C 4.043 -2.934 -1.574 0.1096 -0.1019 0.0160 -0.06
C 3.210 -1.723 -1.970 -0.0607 0.2088 0.2200 -0.40
C 2.960 -1.674 -3.469 -0.0024 -0.0806 -0.1246 -0.06
C 3.835 -0.436 -1.425 -0.1246 0.0206 -0.0857 -0.28
C 5.222 -0.088 -1.973 0.0398 0.1014 -0.0431 -0.08
O 5.124 1.311 -2.303 0.0575 -0.0841 0.0231 -0.01
C 3.804 1.634 -2.206 0.0761 0.1104 -0.0495 -0.32
N 3.015 0.747 -1.762 0.0626 -0.0790 0.0317 0.14
C 3.496 3.014 -2.651 -0.1070 -0.0551 0.0598 -0.12
C 4.549 3.756 -3.186 0.0618 0.0332 -0.0411 -0.01
C 4.361 5.052 -3.633 0.0404 0.0057 -0.0258 -0.07
C 3.105 5.626 -3.553 -0.0729 -0.0232 0.0343 -0.07
C 2.051 4.899 -3.021 0.2035 -0.0862 -0.0190 -0.09
C 2.216 3.591 -2.560 -0.1393 0.1982 -0.0481 -0.27
P 0.770 2.675 -1.880 0.1227 -0.3163 0.2215 1.07
C 0.129 1.910 -3.414 -0.0477 -0.0172 -0.1172 -0.37
C -0.126 2.631 -4.582 0.0095 -0.0023 0.0568 -0.08
C -0.639 2.000 -5.703 -0.0040 -0.0112 -0.0132 -0.08
C -0.901 0.633 -5.673 -0.0143 -0.0233 -0.0277 -0.08
C -0.641 -0.095 -4.525 0.0282 0.0200 0.0585 -0.08
C -0.124 0.543 -3.402 -0.0256 -0.0477 -0.0373 -0.15
C -0.455 3.975 -1.519 0.0027 0.1155 0.0786 -0.39
C -0.099 4.991 -0.625 -0.0577 0.0411 -0.0115 -0.13
C -1.053 5.849 -0.106 0.0078 0.0077 0.0046 -0.08
C -2.391 5.695 -0.449 -0.0067 0.0279 0.0294 -0.09
C -2.760 4.683 -1.319 -0.0118 -0.0528 -0.0260 -0.08
C -1.799 3.829 -1.852 -0.0543 0.0351 -0.0287 -0.09
H 3.552 -3.859 -1.885 0.0044 0.0386 0.0086 0.08
H 4.193 -2.986 -0.492 -0.0239 0.0265 -0.0421 0.08
H 5.029 -2.915 -2.052 -0.0417 0.0040 0.0224 0.08
H 2.247 -1.793 -1.457 -0.0485 -0.1132 -0.1392 0.09
H 3.897 -1.691 -4.036 -0.0294 0.0198 0.0284 0.08
H 2.401 -0.783 -3.759 0.0108 -0.0071 0.0425 0.07
H 2.382 -2.547 -3.782 0.0132 0.0301 0.0334 0.08
H 3.856 -0.519 -0.334 -0.0283 0.0165 -0.0101 0.11
H 5.467 -0.631 -2.888 0.0079 -0.0113 0.0143 0.12
H 6.030 -0.208 -1.256 -0.0061 -0.0166 0.0089 0.13
H 5.530 3.307 -3.250 -0.0483 -0.0070 0.0125 0.12
H 5.197 5.604 -4.045 -0.0247 -0.0046 0.0136 0.11
H 2.935 6.637 -3.903 0.0204 -0.0071 -0.0017 0.11
H 1.078 5.361 -2.961 -0.0984 0.0393 0.0099 0.10
H 0.077 3.695 -4.609 -0.0097 -0.0028 -0.0180 0.11
H -0.834 2.569 -6.603 0.0011 -0.0070 0.0191 0.10
H -1.304 0.140 -6.550 0.0127 0.0182 0.0158 0.10
H -0.828 -1.162 -4.487 -0.0012 0.0315 -0.0234 0.10
H 0.101 -0.055 -2.526 0.0171 0.0675 -0.0107 0.03
H 0.935 5.101 -0.315 0.0089 -0.0259 -0.0225 0.10
H -0.752 6.631 0.582 -0.0187 -0.0240 -0.0165 0.11
H -3.141 6.358 -0.033 0.0231 -0.0161 -0.0204 0.10
H -3.801 4.547 -1.591 0.0387 0.0156 0.0128 0.10
H -2.115 3.039 -2.523 0.0509 -0.0051 -0.0126 0.10
N 3.574 -0.437 2.224 -0.0172 0.0443 0.0540 0.00
C 3.302 -0.998 3.560 0.0356 -0.0762 -0.0676 -0.28
C 2.068 -0.361 4.164 -0.0445 0.0705 0.0788 -0.11
C 0.819 -0.619 3.314 0.0493 0.0888 0.1393 -0.77
O -0.039 0.289 3.237 0.0624 0.1065 0.1362 -0.13
O 0.774 -1.711 2.693 0.0246 -0.2659 0.0134 -0.17
H 4.359 -0.925 1.810 0.0471 -0.0338 -0.0108 0.06
H 3.860 0.531 2.314 -0.0094 0.0755 0.0177 0.04
H 4.155 -0.881 4.239 0.0283 0.0142 0.0322 0.10
H 3.116 -2.064 3.433 -0.0226 -0.0098 0.0010 0.11
H 2.196 0.719 4.279 -0.0081 0.0003 -0.0404 0.10
H 1.897 -0.759 5.169 -0.0167 -0.0647 -0.0248 0.12
C -1.486 -4.472 -2.734 -0.0609 0.0360 0.0616 -0.04
C -0.691 -3.356 -2.244 0.1909 0.1740 0.0371 -0.23
N -0.061 -2.475 -1.861 -0.1503 -0.0710 -0.0350 0.20
H -2.507 -4.364 -2.369 0.0105 -0.0484 -0.0380 0.09
H -1.073 -5.402 -2.349 -0.0135 -0.0182 -0.0036 0.08
H -1.483 -4.485 -3.823 0.0039 0.0132 0.0055 0.09
```
Forces are in eV/Å.